{"formula": "C16H19NO4S", "method": "ωB97M-V with the def2-TZVPD basis set", "smiles": "COc1ccc(S(=O)(=O)Nc2cc(C)ccc2OC)cc1C", "homo_lumo_gap_ev": 8.7, "max_force_ev_per_a": 0.8, "e_tot_ev": -37414.925, "mol_weight_g_mol": 321.398, "multiplicity": 1, "relative_energy_kj_mol": 150.90, "symbols": ["C", "H", "O", "C", "C", "C", "C", "C", "C", "C", "H", "H", "H", "H", "S", "O", "O", "N", "C", "C", "C", "C", "C", "C", "O", "C", "H", "H", "H", "H", "H", "C", "H", "H", "H", "H", "H", "H", "H", "H", "H"], "coordinates": [[-5.270, 0.043, -1.996], [-5.500, 1.111, -2.071], [-4.714, -0.279, -0.743], [-3.545, 0.303, -0.373], [-2.830, 1.202, -1.159], [-1.643, 1.743, -0.690], [-1.180, 1.382, 0.555], [-1.884, 0.493, 1.349], [-3.069, -0.060, 0.902], [-3.855, -1.025, 1.730], [-4.854, -0.632, 1.913], [-3.362, -1.207, 2.680], [-3.972, -1.967, 1.197], [-1.485, 0.246, 2.321], [0.348, 2.083, 1.145], [0.281, 3.512, 1.049], [0.690, 1.492, 2.406], [1.435, 1.624, -0.055], [2.098, 0.400, -0.001], [1.452, -0.740, 0.438], [2.105, -1.968, 0.480], [3.420, -2.034, 0.058], [4.084, -0.901, -0.396], [3.438, 0.321, -0.426], [3.995, 1.505, -0.846], [5.344, 1.497, -1.243], [5.578, 2.527, -1.509], [5.502, 0.854, -2.115], [6.001, 1.175, -0.429], [5.110, -0.989, -0.713], [3.948, -2.975, 0.079], [1.379, -3.178, 0.986], [1.974, -4.076, 0.843], [0.429, -3.298, 0.468], [1.167, -3.068, 2.049], [0.427, -0.663, 0.763], [2.025, 2.387, -0.352], [-1.078, 2.445, -1.281], [-3.187, 1.489, -2.134], [-4.607, -0.246, -2.817], [-6.194, -0.529, -2.062]]}